Entry 1:
DFT (ωB97M-V/def2-TZVPD) results for a structure of composition C9H13BN3O2S in a non-equilibrium geometry.

highest occupied orbital energy = -0.094 hartree
HOMO-LUMO gap = 4.84 eV

ORCA input file:
```
! wB97M-V def2-TZVPD RIJCOSX def2/J DEFGRID3
* xyz -1 1
C 2.783 -1.568 0.565
C 3.008 -0.144 0.027
C 1.967 0.306 -0.986
C 0.583 0.450 -0.410
C -0.352 -0.629 -0.588
C -1.637 -0.570 -0.124
B -2.633 -1.772 -0.393
N -3.616 -1.644 -1.504
O -2.576 -2.921 0.362
C -2.070 0.606 0.565
N -3.283 0.837 1.049
S -3.184 2.321 1.726
N -1.663 2.679 1.426
C -1.119 1.655 0.765
C 0.207 1.571 0.270
H 2.174 -2.145 -0.126
H 2.323 -1.532 1.547
H 3.741 -2.076 0.636
H 3.115 0.587 0.823
H 3.969 -0.143 -0.490
H 2.253 1.248 -1.447
H 1.917 -0.423 -1.798
H -0.022 -1.517 -1.116
H -4.066 -0.743 -1.348
H -3.053 -1.461 -2.335
H -2.356 -3.690 -0.170
H 0.913 2.397 0.416
O 1.762 4.195 1.102
H 0.913 4.124 1.556
*
```

Calculated atomic charges, method natural (NBO), unit e: -0.6126 -0.3902 -0.4155 -0.0230 -0.1727 -0.4228 1.1428 -1.1485 -0.9094 0.1647 -0.6657 0.8938 -0.5775 0.0875 -0.2109 0.1910 0.2127 0.1989 0.2317 0.1875 0.2351 0.1800 0.1893 0.3884 0.3748 0.4976 0.3257 -1.3418 0.3891

***

Entry 2:
DFT (ωB97M-V/def2-TZVPD) results for an isolated molecule of C18H26BrNO4 in a non-equilibrium geometry.

highest occupied orbital energy = -0.323 hartree
SMILES = COC[C@]1(C(=O)OC(C)(C)C)CC[C@@H](Oc2ccc(Br)cn2)CC1
relative energy (zero: lowest compared OMol25 entry of this formula, charge and spin) = 38.7 kJ/mol
HOMO-LUMO gap = 9.41 eV

ORCA input file:
```
! wB97M-V def2-TZVPD RIJCOSX def2/J DEFGRID3
* xyz 0 1
C -4.430 0.102 0.494
O -3.090 -0.017 0.090
C -2.323 -0.798 0.988
C -0.764 -0.811 0.808
C -0.048 -1.568 2.007
O -0.736 -1.865 2.984
O 1.332 -1.593 1.881
C 2.144 -2.332 2.758
C 1.842 -3.801 2.685
C 3.547 -2.046 2.250
C 2.090 -1.826 4.235
C -0.276 0.648 0.868
C 0.221 1.284 -0.400
C -0.619 0.852 -1.641
O 0.230 1.106 -2.727
C 0.064 2.317 -3.394
C 0.652 2.634 -4.602
C 0.668 3.960 -5.097
C -0.096 4.923 -4.379
Br 0.019 6.742 -5.001
C -0.771 4.512 -3.231
N -0.772 3.225 -2.790
C -0.814 -0.620 -1.696
C -0.350 -1.481 -0.572
H -5.119 0.270 -0.360
H -4.544 0.623 1.386
H -4.894 -0.841 0.627
H -2.600 -0.343 1.902
H -2.655 -1.869 0.913
H 1.791 -4.106 1.608
H 0.813 -3.998 3.098
H 2.656 -4.329 3.275
H 3.570 -2.139 1.168
H 3.922 -1.007 2.350
H 4.288 -2.742 2.637
H 1.241 -2.033 4.819
H 2.256 -0.790 4.461
H 2.964 -2.451 4.664
H -1.137 1.290 1.177
H 0.551 0.657 1.618
H 0.205 2.309 -0.223
H 1.307 0.947 -0.547
H -1.609 1.400 -1.775
H 1.416 1.956 -5.093
H 1.244 4.255 -5.983
H -1.368 5.272 -2.715
H -1.838 -0.806 -1.813
H -0.204 -1.093 -2.459
H -0.721 -2.442 -0.599
H 0.746 -1.532 -0.650
*
```

Calculated atomic charges, method natural (NBO), unit e: -0.2626 -0.5642 -0.0380 -0.1424 0.8359 -0.5991 -0.5365 0.2429 -0.6427 -0.6198 -0.6287 -0.4091 -0.4042 0.0774 -0.4936 0.5005 -0.2908 -0.1655 -0.1537 0.0478 0.0240 -0.4745 -0.4349 -0.3782 0.2056 0.1755 0.1680 0.1817 0.1686 0.2193 0.2364 0.2228 0.2178 0.2213 0.2133 0.2275 0.2192 0.2004 0.2098 0.2230 0.2219 0.2012 0.2355 0.2319 0.2369 0.2083 0.2208 0.2280 0.2086 0.2068

***

Entry 3:
DFT (ωB97M-V/def2-TZVPD) results for an isolated molecule of C5H8O in a non-equilibrium geometry.

highest occupied orbital energy = -0.343 hartree
SMILES = C1=CCOCC1
relative energy (zero: lowest compared OMol25 entry of this formula, charge and spin) = 198.0 kJ/mol
HOMO-LUMO gap = 10.34 eV

ORCA input file:
```
! wB97M-V def2-TZVPD RIJCOSX def2/J DEFGRID3
* xyz 0 1
C -0.061 1.291 0.263
C 1.173 0.803 0.298
C 1.455 -0.612 -0.094
O 0.380 -1.481 0.191
C -0.872 -0.980 -0.190
C -1.218 0.496 -0.219
H -0.469 2.036 0.991
H 2.003 1.374 0.708
H 2.269 -1.004 0.525
H 1.738 -0.674 -1.153
H -1.640 -1.360 0.644
H -1.137 -1.430 -1.154
H -1.509 0.874 -1.210
H -2.113 0.668 0.400
*
```

Calculated atomic charges, method natural (NBO), unit e: -0.1832 -0.2199 -0.1111 -0.5145 -0.0655 -0.4809 0.2111 0.2105 0.2003 0.1720 0.1787 0.1682 0.2205 0.2137

***

Entry 4:
DFT (ωB97M-V/def2-TZVPD) results for a cluster of 2 separate species, C4H12N2O2 in total in a non-equilibrium geometry.

highest occupied orbital energy = -0.331 hartree
SMILES = C=CON.CCON
relative energy (zero: lowest compared OMol25 entry of this formula, charge and spin) = 707.6 kJ/mol
HOMO-LUMO gap = 10.08 eV

ORCA input file:
```
! wB97M-V def2-TZVPD RIJCOSX def2/J DEFGRID3
* xyz 0 1
C -2.045 0.309 -2.847
C -0.811 0.042 -2.446
O -0.539 -1.019 -1.631
N 0.846 -1.040 -1.228
H -2.888 -0.275 -2.512
H -2.227 1.122 -3.530
H 0.058 0.625 -2.724
H 0.797 -1.118 -0.212
H 1.201 -1.922 -1.590
C 1.969 0.632 2.197
C 0.763 1.090 1.513
O 0.059 -0.525 1.617
N -1.266 -0.921 1.417
H 1.546 -0.488 2.331
H 2.852 0.548 1.571
H 2.141 1.089 3.168
H 0.833 1.297 0.446
H 0.078 1.715 2.086
H -1.483 -0.850 0.426
H -1.884 -0.310 1.948
*
```

Calculated atomic charges, method natural (NBO), unit e: -0.5188 0.1347 -0.4146 -0.5343 0.2058 0.2117 0.1895 0.3765 0.3448 -0.7122 -0.0705 -0.5304 -0.4993 0.3074 0.2200 0.2229 0.2052 0.1937 0.3424 0.3256

***

Entry 5:
DFT (ωB97M-V/def2-TZVPD) results for a structure of composition C29H50GeN3O3S2ScSi3 in a non-equilibrium geometry.

highest occupied orbital energy (alpha / beta) = -0.315 / -0.386 hartree
relative energy (zero: lowest compared OMol25 entry of this formula, charge and spin) = 21.0 kJ/mol
<S²> = 0.76
HOMO-LUMO gap (alpha / beta) = 5.07 / 7.34 eV

ORCA input file:
```
! wB97M-V def2-TZVPD RIJCOSX def2/J DEFGRID3
* xyz 1 2
Sc -1.097 -0.763 -1.863
C 1.870 -4.503 -0.033
C 1.219 -3.720 -1.112
C -0.146 -3.851 -1.416
C -0.728 -3.237 -2.549
C -2.118 -3.629 -2.989
C 0.093 -2.285 -3.279
C 1.451 -2.042 -2.896
C 2.352 -1.064 -3.616
C 2.015 -2.836 -1.900
H 2.661 -5.204 -0.373
H 1.126 -5.094 0.549
H 2.408 -3.825 0.670
H -0.748 -4.478 -0.805
H -2.024 -4.389 -3.792
H -2.665 -2.760 -3.413
H -2.681 -3.986 -2.105
H -0.365 -1.937 -4.224
H 2.921 -1.652 -4.326
H 3.122 -0.578 -3.004
H 1.774 -0.302 -4.203
H 3.060 -2.701 -1.658
C -2.170 2.884 3.123
Si -0.683 2.130 3.996
C -1.358 1.626 5.702
C 0.590 3.548 4.315
Ge 0.321 0.209 2.754
Si 2.485 -0.138 3.768
C 3.161 -1.923 3.681
C 3.675 1.009 2.882
C 2.465 0.356 5.622
Si -0.714 -1.766 3.603
C -0.611 -1.942 5.436
C -0.113 -3.384 2.789
C -2.521 -1.466 2.991
H -2.524 3.816 3.654
H -3.030 2.178 3.156
H -1.964 2.993 2.052
H -1.266 2.476 6.403
H -0.807 0.814 6.218
H -2.436 1.344 5.573
H -0.011 4.483 4.274
H 1.407 3.646 3.582
H 1.099 3.471 5.289
H 3.055 -2.376 2.684
H 2.738 -2.566 4.488
H 4.275 -1.893 3.830
H 3.961 0.648 1.903
H 4.627 1.050 3.451
H 3.258 2.025 2.801
H 2.154 -0.457 6.312
H 1.841 1.254 5.789
H 3.532 0.545 5.812
H 0.366 -1.678 5.848
H -0.807 -3.020 5.691
H -1.415 -1.390 5.934
H 0.941 -3.620 3.027
H -0.182 -3.420 1.705
H -0.755 -4.233 3.169
H -3.212 -1.383 3.836
H -2.816 -2.316 2.373
H -2.631 -0.539 2.405
N 1.503 4.954 -6.949
C 0.762 3.873 -6.592
C 0.676 3.469 -5.236
C -0.040 2.336 -4.914
C -0.740 1.618 -5.857
C -0.691 1.962 -7.182
C 0.149 3.036 -7.573
S -1.777 0.331 -5.313
O -1.154 -0.914 -5.700
O -3.179 0.541 -5.697
N -1.690 0.322 -3.626
C -2.611 0.948 -2.848
S -3.642 2.427 -3.084
C -4.563 1.917 -1.725
C -3.959 0.933 -1.017
N -2.830 0.435 -1.623
H 1.845 5.534 -6.218
H 1.246 5.376 -7.838
H 1.081 4.141 -4.438
H 0.000 1.919 -3.905
H -1.295 1.485 -7.946
H 0.222 3.275 -8.656
H -5.498 2.439 -1.426
H -4.269 0.454 -0.070
C 0.658 1.920 0.381
C 0.203 0.604 0.840
O -0.225 -0.321 -0.031
H 1.533 2.322 0.903
H -0.149 2.666 0.412
H 1.011 1.843 -0.660
*
```

Calculated atomic charges, method Mulliken, unit e: 0.6200 -1.2096 0.7973 -0.6149 -0.1237 -1.2453 -0.4060 0.7474 -1.7772 -0.6220 0.4130 0.3747 -0.0332 0.4560 0.3275 0.2645 0.3670 1.1938 0.4390 0.4043 0.1977 0.4698 -1.1458 0.7721 -1.1691 -1.1860 -0.2265 0.6270 -0.6157 -1.1958 -0.9299 0.3816 -0.8733 -0.5044 -1.1310 0.3627 0.2918 0.2420 0.4307 0.2714 0.3086 0.4181 0.2992 0.3654 -0.1795 0.3021 0.3813 0.3331 0.4183 0.2528 0.3498 0.1272 0.3767 0.1292 0.3549 0.3353 0.2825 -0.3195 0.4193 0.4096 0.3704 0.1045 -0.5035 0.9209 -0.8553 -0.1208 0.0859 -0.5944 -0.8021 1.1152 -0.7661 -0.6386 0.2346 0.3491 -0.0231 -0.3983 -0.6208 -0.2078 0.2131 0.2340 0.2062 0.4593 0.4519 0.2594 0.3703 0.4454 -1.0763 0.2959 -0.0773 0.2190 0.2279 0.3153

***

Entry 6:
DFT (ωB97M-V/def2-TZVPD) results for an isolated molecule of C2H3F2P in a non-equilibrium geometry.

highest occupied orbital energy = -0.379 hartree
SMILES = FC1(F)CP1
relative energy (zero: lowest compared OMol25 entry of this formula, charge and spin) = 249.1 kJ/mol
HOMO-LUMO gap = 11.01 eV

ORCA input file:
```
! wB97M-V def2-TZVPD RIJCOSX def2/J DEFGRID3
* xyz 0 1
F -1.245 0.864 -1.129
C -0.741 -0.030 -0.025
F -1.732 -0.167 0.873
C 0.650 0.197 0.553
P 0.361 -1.388 -0.489
H 1.445 0.896 0.243
H 0.788 0.211 1.710
H 0.474 -0.584 -1.736
*
```

Calculated atomic charges, method natural (NBO), unit e: -0.3817 0.4475 -0.3178 -0.7204 0.4433 0.2570 0.2615 0.0107

***

Question: What is the formula in the third record?
Answer: C5H8O